DFT (ωB97M-V/def2-TZVPD) results for a gas-phase ion, C57H67F3N5O (charge +1) in a non-equilibrium geometry.

Computed properties:
- Total charge: +1
- Relative energy (zero: lowest compared OMol25 entry of this formula, charge and spin): 0.00 kcal/mol
- LUMO energy: -0.122 Eh
- Energy: -77841.0974 eV

Each line ends with the Mulliken charge.
CARTESIAN COORDINATES (ANGSTROEM)
C: -3.6152 1.3497 1.5205  -1.276
H: -6.0508 -3.3489 -3.9706  0.429
H: -3.1254 1.8911 0.6995  0.170
H: -0.2668 2.2073 3.9446  0.674
H: 0.7690 0.3103 0.5012  0.391
H: 5.6769 4.9825 2.3008  0.334
C: -6.6840 -0.3553 -1.2416  -1.383
H: 0.1950 4.4900 3.8335  0.466
C: 0.8277 4.4261 2.9380  -1.506
H: 1.9040 -2.6356 1.9903  0.362
H: -1.3417 0.8818 -2.5974  0.332
H: 1.6590 3.7794 5.6310  0.322
C: -0.6676 -5.2083 -1.1490  0.365
H: -0.3750 1.8854 2.1966  -0.249
H: 9.6552 3.6291 3.3030  0.381
C: -1.3519 -3.4647 2.9259  -1.590
C: -1.5302 4.2957 -1.4355  0.174
C: -0.7240 3.3208 -2.0440  -0.152
C: -0.0247 -6.3797 -0.7323  -0.593
N: -2.5194 -1.2446 -1.2175  1.474
C: -0.4997 -4.0243 -0.3994  0.182
C: 3.6791 2.8766 3.4351  0.818
C: -1.3161 -0.5326 -1.0881  0.250
C: -1.2438 0.9419 -1.4929  -1.663
H: -3.2634 -0.7406 -4.5067  0.317
C: -2.2518 -6.5514 -2.6415  -1.632
H: 3.6407 4.3416 1.8408  0.494
H: -1.8319 4.2277 -0.3866  0.233
C: -6.0953 -1.0514 -2.3027  -0.507
C: 1.5086 -0.3840 0.1239  -0.500
C: 1.3953 3.0045 2.8537  0.696
H: -6.7091 -1.3737 -3.1545  0.360
F: 5.8332 -2.2487 0.3711  -0.298
C: 7.6919 4.4368 2.8569  -0.793
C: 0.3246 2.5137 0.0511  -1.777
N: -0.9912 -2.7436 -0.9006  1.918
C: 2.0379 -2.3049 -1.2399  0.173
H: -5.4019 -0.3499 2.6087  0.381
C: -0.4119 3.4444 -3.3977  -0.319
C: 1.0436 -2.6414 2.6751  -1.647
C: -1.9401 6.8469 -4.2048  -1.454
N: 2.3953 2.8415 3.8923  0.326
C: 8.6920 3.4583 2.8224  -0.483
C: 3.7537 -1.1517 -0.0274  0.037
C: 0.6600 -6.4216 0.4782  -1.483
H: -0.5175 4.6414 -5.1790  0.330
H: -2.5205 6.2081 -1.6984  0.370
H: -3.0143 1.4729 2.4313  0.379
H: -5.2000 -4.0910 -2.5931  0.366
H: 9.2299 1.5065 2.0513  0.390
C: 8.4506 2.2673 2.1295  -0.788
H: -4.5501 -4.2718 -4.2339  0.383
H: -4.6057 1.7969 1.6895  0.405
H: 0.7547 0.9534 3.2016  0.499
C: -0.3592 -1.4940 -0.9238  -0.093
H: -0.0506 -4.0200 -3.5384  0.275
C: 6.1505 2.9707 1.6712  0.357
C: 3.3828 -2.1159 -0.9648  -1.436
H: 2.4281 2.6094 -0.4101  0.253
H: -7.7512 -0.1447 -1.2326  0.383
H: -0.0553 -7.2803 -1.3546  0.264
H: 3.0154 2.6341 5.8678  0.375
H: 4.6659 1.5082 1.2699  -0.517
H: -0.6016 -2.1703 1.4101  -1.107
C: 4.7497 2.5997 1.1714  -0.078
C: -0.7930 4.5733 -4.1247  -1.069
C: 5.1803 -1.0520 0.3948  1.089
C: 0.3086 1.9483 3.0464  -1.804
H: 0.2399 4.6826 2.0497  0.193
C: 1.6606 2.6338 0.3782  -0.190
C: -4.7437 -1.3919 -2.2720  0.095
H: -1.0119 -4.2939 3.5603  0.336
C: -3.7735 -0.1294 1.1962  2.183
C: -1.5310 5.5895 -3.4954  1.102
C: 3.5848 3.2317 1.9366  -0.297
H: 4.1553 -2.7148 -1.4425  0.506
C: -3.9686 -1.5649 -4.6720  -1.403
H: -2.1972 -4.4232 -2.3553  -0.546
N: 2.2028 2.7996 1.6361  0.844
F: 5.8970 -0.1893 -0.4143  -0.269
H: 0.2170 -5.7757 -3.6809  0.341
H: -4.6442 -1.8951 2.1398  0.336
H: -2.2167 1.3879 -1.2227  0.651
H: 0.7271 1.7636 -1.8671  0.497
C: -4.5439 -0.3200 -0.1065  0.307
C: 2.8196 -0.2955 0.5415  -0.861
H: 7.8812 5.3861 3.3609  0.373
C: 7.1976 2.0458 1.5505  -0.257
H: 1.1609 -7.3401 0.7989  0.390
C: -4.4509 -0.8412 2.3675  -1.649
H: -1.3237 7.7007 -3.8981  0.280
C: -1.4696 -5.2414 -2.4362  1.556
H: -2.2425 -3.7951 2.3776  0.383
H: -0.4181 3.0794 0.6097  0.801
H: -3.2463 -2.6691 -3.0089  -0.483
C: 0.0146 -4.1260 0.9107  -0.771
C: -3.9258 -0.8650 -1.2509  -0.039
C: -0.2435 -3.0466 1.9547  2.356
H: 7.0131 1.1113 1.0289  0.268
F: 5.2846 -0.5717 1.6857  -0.206
C: -0.5538 -4.9909 -3.6305  -1.437
H: -1.8541 6.7369 -5.2865  0.365
N: -2.3102 -2.5815 -1.1051  -1.366
C: -4.2114 -2.3155 -3.3684  1.651
H: 3.0958 0.4369 1.2895  0.887
C: 0.6621 -5.3025 1.3055  -0.397
H: 1.1487 -5.3427 2.2857  0.450
O: 4.6740 2.5955 4.0958  -0.709
C: -0.1862 2.0484 -1.3087  1.201
H: -2.9229 -6.7535 -1.7954  0.392
C: 6.4416 4.2065 2.2682  -0.221
C: 1.0721 -1.3951 -0.7380  0.398
H: -3.8025 -0.7876 3.2485  0.393
H: -3.5488 -2.2342 -5.4326  0.408
C: -5.0617 -3.5773 -3.5539  -1.639
H: 1.6418 5.1588 3.0436  0.330
H: 1.7336 -3.1640 -1.8418  0.471
C: -5.9059 -0.0199 -0.1304  -0.530
H: -2.8677 -6.4817 -3.5498  0.402
H: -2.9714 7.1368 -3.9678  0.360
H: 4.6529 2.8133 0.0892  0.646
H: -1.5693 -7.4059 -2.7678  0.404
H: 1.2607 -3.3356 3.5017  0.535
H: 0.1862 2.6502 -3.8577  0.405
H: -1.6444 -2.6324 3.5777  0.443
H: -1.1220 -5.0077 -4.5691  0.432
H: -4.9052 -1.1422 -5.0567  0.311
C: -1.9117 5.4278 -2.1642  -1.128
C: 2.0920 2.8176 5.3050  -1.002
H: 0.9499 -1.6293 3.1002  0.167
H: 1.3663 2.0188 5.5078  0.275
H: -6.3588 0.4276 0.7603  0.364
H: -2.7823 -0.5742 1.0404  -1.062